Record 1
{"formula": "C3H4N2O", "method": "wB97M-V/def2-TZVPD", "elements": ["N", "C", "C", "N", "C", "O", "H", "H", "H", "H"], "xyz": [[1.750, -0.289, 0.311], [0.416, -0.073, 0.045], [-0.361, 1.042, 0.093], [-1.653, 0.692, -0.215], [-1.625, -0.577, -0.400], [-0.365, -1.130, -0.280], [2.165, -1.089, -0.143], [2.307, 0.549, 0.221], [-0.149, 2.022, 0.482], [-2.486, -1.147, -0.112]], "forces_ev_per_a": [[0.1, 0.0, 0.0], [-0.1, 0.4, 0.0], [0.3, 0.2, 0.0], [-0.1, -0.2, 0.3], [-0.2, 0.4, 0.7], [-0.1, 0.2, 0.3], [-0.1, 0.0, 0.0], [0.0, -0.2, 0.0], [0.3, 0.1, -0.3], [-0.1, -0.9, -0.9]], "smiles": "Nc1cnco1", "relative_energy_kj_mol": 122.1, "homo_ev": -8.1902, "orbital_gap_ev": 9.041}

***

Record 2
{"formula": "CH3O2S", "method": "wB97M-V/def2-TZVPD", "elements": ["S", "H", "O", "C", "O", "H", "H"], "xyz": [[-0.539, -0.125, 2.251], [-1.857, 0.039, 2.156], [-0.428, 0.909, -1.466], [0.365, 0.038, -1.254], [1.270, -0.083, -0.297], [0.376, -0.786, -1.992], [0.814, 0.008, 0.601]], "forces_ev_per_a": [[0.6, -0.2, 0.4], [-0.2, 0.1, -0.3], [-0.2, 0.7, 0.6], [-0.1, -0.5, -1.0], [-0.1, -0.2, 0.2], [0.5, -0.3, 0.2], [-0.4, 0.4, 0.1]], "relative_energy_kj_mol": 59.4, "homo_ev": -3.1017, "total_charge": -1, "orbital_gap_ev": 7.220}

***

Record 3
{"formula": "CH3ClO2PS", "method": "wB97M-V/def2-TZVPD", "elements": ["C", "O", "O", "P", "S", "Cl", "H", "H", "H"], "xyz": [[0.307, -0.083, -0.036], [1.008, 1.263, -2.429], [0.222, 2.963, -0.461], [1.339, 1.976, -1.185], [2.015, 0.465, 0.149], [3.066, 3.010, -1.240], [0.293, -0.027, -1.189], [-0.445, 0.567, 0.347], [0.010, -1.066, 0.136]], "forces_ev_per_a": [[0.1, 0.2, -3.1], [0.3, 0.4, -1.1], [4.2, -3.5, -2.6], [-4.4, 3.6, 3.2], [-0.3, 0.1, 0.8], [1.0, 0.7, -0.4], [-0.9, -0.3, 1.8], [-0.2, 0.8, 0.5], [0.3, -1.9, 1.0]], "smiles": "CS[P@@](=O)([O-])Cl", "relative_energy_kj_mol": 107.8, "homo_ev": -4.6601, "total_charge": -1, "orbital_gap_ev": 8.119}

***

Record 4
{"formula": "C39H54As2HgNO13PS4", "method": "wB97M-V/def2-TZVPD", "elements": ["Hg", "C", "C", "S", "C", "C", "S", "C", "C", "S", "H", "H", "H", "H", "H", "H", "H", "H", "H", "H", "H", "H", "O", "N", "C", "C", "C", "C", "C", "S", "H", "H", "H", "H", "C", "C", "P", "C", "C", "C", "C", "H", "H", "H", "H", "H", "H", "H", "H", "H", "H", "H", "H", "H", "H", "H", "O", "C", "O", "C", "C", "C", "C", "O", "C", "O", "C", "C", "H", "H", "H", "H", "H", "C", "O", "C", "O", "C", "C", "As", "C", "C", "C", "As", "C", "C", "O", "O", "C", "C", "O", "O", "C", "C", "O", "O", "C", "H", "H", "H", "H", "H", "H", "H", "H", "H", "H", "H", "H", "H", "H", "H", "H", "H", "H"], "xyz": [[-2.220, 1.648, -1.730], [-0.988, 3.346, 2.730], [-1.117, 4.654, 1.952], [-2.201, 4.538, 0.501], [-1.165, 5.287, -0.772], [0.187, 4.641, -1.066], [0.187, 2.893, -1.559], [1.269, 2.085, -0.342], [1.079, 2.353, 1.141], [-0.556, 1.879, 1.766], [-1.942, 3.095, 3.201], [-0.265, 3.470, 3.539], [-0.137, 4.987, 1.612], [-1.495, 5.427, 2.623], [-0.988, 6.335, -0.520], [-1.798, 5.281, -1.658], [0.861, 4.728, -0.214], [0.641, 5.191, -1.892], [2.296, 2.338, -0.613], [1.118, 1.028, -0.558], [1.244, 3.402, 1.387], [1.831, 1.771, 1.679], [-0.492, -0.152, -1.451], [-0.289, -1.064, -2.366], [0.785, -1.873, -2.193], [1.087, -2.866, -3.086], [0.264, -3.036, -4.199], [-0.822, -2.209, -4.360], [-1.130, -1.200, -3.435], [-2.509, -0.186, -3.635], [1.353, -1.652, -1.300], [1.947, -3.492, -2.898], [0.474, -3.807, -4.929], [-1.481, -2.308, -5.211], [-5.825, 1.008, -1.569], [-5.027, -0.081, -0.852], [-3.589, 0.609, 0.032], [-2.731, -0.780, 0.854], [-3.554, -2.037, 1.121], [-4.279, 1.683, 1.333], [-5.158, 0.979, 2.362], [-6.599, 0.561, -2.193], [-5.187, 1.621, -2.211], [-6.316, 1.677, -0.861], [-4.609, -0.782, -1.578], [-5.656, -0.652, -0.165], [-2.312, -0.375, 1.779], [-1.868, -1.003, 0.222], [-4.407, -1.847, 1.775], [-2.916, -2.786, 1.589], [-3.934, -2.466, 0.192], [-4.814, 2.489, 0.825], [-3.416, 2.152, 1.807], [-6.018, 0.496, 1.895], [-5.538, 1.695, 3.092], [-4.597, 0.218, 2.905], [-3.432, 5.388, -3.761], [-2.809, 4.341, -3.616], [-3.176, 3.362, -2.869], [-1.463, 4.202, -4.306], [-0.687, 5.342, -4.479], [0.605, 5.281, -5.011], [1.062, 4.038, -5.371], [2.269, 3.695, -5.935], [2.308, 2.274, -5.822], [0.968, 1.818, -5.723], [0.277, 2.907, -5.238], [-0.985, 2.948, -4.710], [-1.113, 6.293, -4.184], [1.217, 6.165, -5.135], [2.856, 1.999, -4.912], [2.772, 1.853, -6.711], [-1.575, 2.049, -4.591], [3.867, -0.172, -1.330], [3.051, -0.522, -0.223], [3.706, -0.513, 1.005], [4.903, -0.276, 1.037], [2.825, -0.714, 2.117], [3.344, -1.245, 3.334], [4.244, -2.898, 2.915], [4.164, -3.982, 4.565], [2.623, -3.779, 2.113], [1.509, -3.209, 1.653], [1.023, -1.258, 1.696], [0.149, -1.429, 3.449], [0.417, -3.983, 1.010], [-0.735, -3.973, 1.375], [0.813, -4.587, -0.128], [-0.223, -5.289, -0.817], [2.742, -5.261, 2.017], [1.861, -6.063, 2.216], [3.998, -5.638, 1.697], [4.202, -7.047, 1.624], [2.897, -0.721, 4.593], [2.279, 0.320, 4.757], [3.276, -1.475, 5.677], [2.890, -0.936, 6.931], [3.207, -0.152, -2.197], [4.663, -0.902, -1.479], [4.329, 0.807, -1.187], [4.879, -3.582, 5.280], [4.455, -5.000, 4.302], [3.173, -3.977, 5.011], [0.765, -1.980, 4.158], [-0.772, -1.986, 3.272], [-0.065, -0.435, 3.834], [0.236, -5.682, -1.719], [-1.040, -4.614, -1.073], [-0.606, -6.098, -0.196], [5.244, -7.181, 1.349], [3.547, -7.492, 0.876], [3.998, -7.515, 2.588], [3.259, -1.631, 7.682], [1.805, -0.845, 7.003], [3.325, 0.052, 7.086]], "forces_ev_per_a": [[0.1, 0.0, 0.1], [0.0, 0.0, 0.0], [0.0, 0.0, 0.0], [0.0, 0.0, 0.0], [0.0, 0.0, 0.0], [0.0, 0.0, 0.0], [0.0, 0.0, 0.0], [0.0, 0.0, 0.0], [0.0, 0.0, 0.0], [0.0, 0.0, 0.0], [0.0, 0.0, 0.0], [0.0, 0.0, 0.0], [0.0, 0.0, 0.0], [0.0, 0.0, 0.0], [0.0, 0.0, 0.0], [0.0, 0.0, 0.0], [0.0, 0.0, 0.0], [0.0, 0.0, 0.0], [0.0, 0.0, 0.0], [0.0, 0.0, 0.0], [0.0, 0.0, 0.0], [0.0, 0.0, 0.0], [0.0, 0.0, 0.0], [0.0, 0.0, 0.0], [0.0, 0.0, 0.0], [0.0, 0.0, 0.0], [0.0, 0.0, 0.0], [0.0, 0.0, 0.0], [0.0, 0.0, 0.0], [0.0, 0.0, 0.0], [0.0, 0.0, 0.0], [0.0, 0.0, 0.0], [0.0, 0.0, 0.0], [0.0, 0.0, 0.0], [0.0, 0.0, 0.0], [0.0, 0.0, 0.0], [0.0, 0.0, 0.0], [0.0, 0.0, 0.0], [0.0, 0.0, 0.0], [0.0, 0.0, 0.0], [0.0, 0.0, 0.0], [0.0, 0.0, 0.0], [0.0, 0.0, 0.0], [0.0, 0.0, 0.0], [0.0, 0.0, 0.0], [0.0, 0.0, 0.0], [0.0, 0.0, 0.0], [0.0, 0.0, 0.0], [0.0, 0.0, 0.0], [0.0, 0.0, 0.0], [0.0, 0.0, 0.0], [0.0, 0.0, 0.0], [0.0, 0.0, 0.0], [0.0, 0.0, 0.0], [0.0, 0.0, 0.0], [0.0, 0.0, 0.0], [0.0, 0.0, 0.0], [0.1, 0.0, 0.0], [-0.1, 0.0, -0.1], [0.0, 0.0, 0.0], [0.0, 0.0, 0.0], [0.0, 0.0, 0.0], [0.0, 0.0, 0.0], [0.0, 0.0, 0.0], [0.0, 0.0, 0.0], [0.0, 0.0, 0.0], [0.0, 0.0, 0.0], [0.0, 0.0, 0.0], [0.0, 0.0, 0.0], [0.0, 0.0, 0.0], [0.0, 0.0, 0.0], [0.0, 0.0, 0.0], [0.0, 0.0, 0.0], [0.0, 0.0, 0.0], [0.0, 0.0, 0.0], [0.0, 0.1, 0.0], [0.0, -0.1, 0.0], [0.0, -0.1, 0.0], [0.0, 0.0, 0.0], [0.0, 0.0, 0.0], [0.0, 0.0, 0.0], [0.0, 0.0, 0.0], [0.0, 0.0, 0.0], [0.0, 0.0, 0.0], [0.0, 0.0, 0.0], [0.0, 0.1, -0.1], [0.0, 0.0, 0.0], [0.0, 0.0, 0.0], [0.0, 0.0, 0.0], [0.0, 0.0, 0.0], [0.0, 0.0, 0.0], [0.0, 0.0, 0.0], [0.0, 0.0, 0.0], [0.0, 0.0, 0.0], [0.0, 0.0, 0.0], [0.0, 0.0, 0.0], [0.0, 0.0, 0.0], [0.0, 0.0, 0.0], [0.0, 0.0, 0.0], [0.0, 0.0, 0.0], [0.0, 0.0, 0.0], [0.0, 0.0, 0.0], [0.0, 0.0, 0.0], [0.0, 0.0, 0.0], [0.0, 0.0, 0.0], [0.0, 0.0, 0.0], [0.0, 0.0, 0.0], [0.0, 0.0, 0.0], [0.0, 0.0, 0.0], [0.0, 0.0, 0.0], [0.0, 0.0, 0.0], [0.0, 0.0, 0.0], [0.0, 0.0, 0.0], [0.0, 0.0, 0.0], [0.0, 0.0, 0.0]], "relative_energy_kj_mol": 28.0, "multiplicity": 2, "homo_ev": [-4.0160, -4.5552], "total_charge": -1, "s_squared": 0.757, "orbital_gap_ev": [6.104, 6.633]}